Version 1
An isolated molecule of C6H8O2. Source: OMol25; level of theory: ωB97M-V/def2-TZVPD.

As for the total charge: 0. The value obtained for the orbital gap is 0.3314 hartree. The LUMO energy comes out at 1.11 eV.

The geometry in XYZ format:
```
16
Properties=species:S:1:pos:R:3:nbo_charge:R:1
C 2.078 0.189 -0.193 -0.4198
C 0.913 -0.304 -1.040 -0.4473
C -0.161 0.070 0.018 0.5334
C 1.107 0.056 1.077 -0.4367
C -2.304 -0.599 0.021 0.0722
C -2.268 0.728 -0.184 -0.0246
H 2.307 1.281 -0.333 0.2163
H 2.871 -0.489 -0.207 0.2128
H 0.744 0.168 -1.963 0.2151
H 0.660 -1.543 -1.001 0.2319
H 1.091 0.873 1.949 0.2134
H 1.190 -0.881 1.616 0.2181
H -3.104 -1.125 0.312 0.1987
H -3.093 1.418 -0.237 0.2087
O -1.109 -1.071 0.179 -0.4932
O -0.920 1.229 -0.013 -0.4991
```

---

Version 2
An isolated molecule of C6H8O2. Source: OMol25; level of theory: ωB97M-V/def2-TZVPD.

As for the total charge: 0. The value obtained for the orbital gap is 0.3837 hartree. The LUMO energy comes out at 0.93 eV.

The geometry in XYZ format:
```
16
Properties=species:S:1:pos:R:3:nbo_charge:R:1
C -1.226 0.105 0.486 0.0618
C -0.458 1.513 0.050 -0.5022
C 1.228 1.483 0.114 -0.1840
C 1.833 0.346 -0.223 -0.2394
C 0.752 -0.722 -0.504 -0.0063
C -0.060 -0.885 0.642 0.0251
H -1.773 -0.491 -1.236 0.4502
H -1.892 0.689 1.232 0.2200
H -0.957 2.522 0.661 0.2243
H -1.078 1.755 -1.011 0.2491
H 1.923 2.475 0.182 0.2260
H 2.844 0.220 -0.673 0.2225
H 0.578 -0.657 -1.554 0.1903
H 0.179 -0.734 1.697 0.1823
O -2.241 -0.211 -0.491 -0.7076
O 0.712 -1.892 0.155 -0.4121
```

---

Version 3
A structure of composition C6H8O2. Source: OMol25; level of theory: ωB97M-V/def2-TZVPD.

As for the total charge: 0. The value obtained for the orbital gap is 0.3072 hartree. The LUMO energy comes out at -0.19 eV.

The geometry in XYZ format:
```
16
Properties=species:S:1:pos:R:3:nbo_charge:R:1
C -0.408 1.861 0.210 -0.5258
C 0.249 -1.890 0.657 -0.7444
C -0.463 -1.041 -0.359 0.5300
C 0.602 1.226 -0.412 0.2115
C -1.434 0.138 0.357 0.2601
C 1.691 0.878 -1.018 -0.4802
O -0.518 -1.271 -1.538 -0.5509
O -1.776 -0.061 1.512 -0.6051
H -2.124 0.337 -0.475 0.1575
H -1.067 2.501 -0.364 0.2561
H -0.299 2.125 1.255 0.2672
H -0.489 -2.305 1.343 0.2602
H 0.785 -2.703 0.171 0.2277
H 0.927 -1.276 1.249 0.2364
H 1.842 -0.122 -1.404 0.2490
H 2.480 1.603 -1.183 0.2508
```

---

Going by the energies, version 1 is most stable and the next is 70.4 kJ/mol up.

---

Version 1
An isolated molecule of C6H8O2. Source: OMol25; level of theory: ωB97M-V/def2-TZVPD.

As for the total charge: 0. The value obtained for the orbital gap (spin up / spin down) is 0.2610 / 0.3251 hartree. The LUMO energy (spin up / spin down) comes out at -0.91 / 0.16 eV.

The geometry in XYZ format:
```
16
Properties=species:S:1:pos:R:3:nbo_charge:R:1
C 0.319 0.913 1.666 0.0409
C -1.551 -0.173 1.452 -0.0014
C 0.790 -1.261 -1.337 -0.6414
C 1.052 0.440 0.527 0.3780
C 0.354 0.050 -0.756 -0.0528
C -0.534 0.859 -1.326 -0.3892
O -1.025 0.983 1.780 -0.3942
O 2.283 0.425 0.556 -0.5464
H 0.857 1.366 2.489 0.1951
H -2.574 -0.188 1.108 0.1681
H -1.063 -1.130 1.527 0.1705
H 0.522 -2.089 -0.674 0.2124
H 1.877 -1.268 -1.434 0.2431
H 0.338 -1.434 -2.313 0.2153
H -0.709 1.860 -0.955 0.2029
H -0.935 0.648 -2.309 0.1989
```

---

Version 2
A cluster of 2 separate species, C6H8O2 in total. Source: OMol25; level of theory: ωB97M-V/def2-TZVPD.

As for the total charge: 0. The value obtained for the orbital gap is 0.3483 hartree. The LUMO energy comes out at 0.71 eV.

The geometry in XYZ format:
```
16
Properties=species:S:1:pos:R:3:nbo_charge:R:1
C -1.009 -1.354 -0.680 -0.2387
C 0.220 -1.027 -1.269 -0.1791
C 1.205 -0.331 -0.614 -0.3213
C 0.947 0.132 0.682 0.2964
O 1.751 1.038 1.325 -0.6661
C -0.219 -0.234 1.334 -0.2891
C -1.181 -0.992 0.650 -0.1634
H -1.800 -1.827 -1.235 0.2216
H 0.282 -1.277 -2.322 0.2175
H 2.057 0.128 -1.108 0.2100
H 2.437 1.309 0.728 0.4744
H -0.364 -0.037 2.387 0.2273
H -2.031 -1.322 1.228 0.2133
H -0.651 1.471 -0.724 0.4738
H -1.567 2.656 -1.094 0.4660
O -1.513 1.696 -1.135 -0.9425
```

---

Going by the energies, version 2 is most stable and the next is 390.7 kJ/mol up.

---

Version 1
An isolated molecule of C6H8O2. Source: OMol25; level of theory: ωB97M-V/def2-TZVPD.

As for the total charge: 0. The value obtained for the orbital gap is 0.3409 hartree. The LUMO energy comes out at 1.04 eV.

The geometry in XYZ format:
```
16
Properties=species:S:1:pos:R:3:nbo_charge:R:1
C -1.877 -0.555 -0.439 -0.6230
C -0.562 -1.005 0.162 -0.2835
C -0.263 -0.518 1.582 -0.4629
C 0.460 0.117 0.367 0.4689
C 1.127 1.602 -0.921 0.0559
C 2.046 0.635 -0.851 -0.0335
H -1.946 0.541 -0.474 0.2344
H -2.122 -1.090 -1.500 0.2198
H -2.778 -1.019 0.263 0.2055
H -0.117 -1.979 -0.230 0.2338
H -0.844 0.002 2.518 0.2539
H 0.574 -1.300 2.078 0.2260
H 1.305 2.546 -1.567 0.2262
H 3.106 0.798 -1.231 0.2194
O 0.073 1.361 -0.082 -0.4697
O 1.819 -0.135 0.325 -0.4712
```

---

Version 2
A cluster of 2 separate species, C6H8O2 in total. Source: OMol25; level of theory: ωB97M-V/def2-TZVPD.

As for the total charge: 0. The value obtained for the orbital gap is 0.3423 hartree. The LUMO energy comes out at 0.71 eV.

The geometry in XYZ format:
```
16
Properties=species:S:1:pos:R:3:nbo_charge:R:1
C 1.324 -1.415 1.627 -0.7353
C 0.670 -0.109 1.341 0.8448
O -0.807 -0.327 0.835 -0.7782
O 1.002 0.994 1.657 -0.5301
H -1.436 0.340 1.177 0.4978
H 0.818 -2.233 1.117 0.2510
H 1.294 -1.571 2.708 0.2573
H 2.366 -1.376 1.301 0.2475
C -0.888 1.061 -0.830 -0.2403
C -2.125 0.843 -1.380 -0.4073
C 0.362 0.527 -1.392 -0.0181
C 1.305 0.054 -1.976 -0.2573
H -0.730 2.052 -0.402 0.2253
H -2.867 1.631 -1.332 0.2029
H -2.359 -0.094 -1.871 0.2006
H 2.070 -0.375 -2.580 0.2394
```

---

Version 3
An isolated molecule of C6H8O2. Source: OMol25; level of theory: ωB97M-V/def2-TZVPD.

As for the total charge: 0. The value obtained for the orbital gap is 0.3428 hartree. The LUMO energy comes out at 0.34 eV.

The geometry in XYZ format:
```
16
Properties=species:S:1:pos:R:3:nbo_charge:R:1
C 2.185 -1.303 0.242 -0.6762
C 0.736 -1.239 0.016 -0.0301
C 0.037 -0.065 -0.057 -0.2372
C 0.552 1.313 0.051 -0.2183
C 1.771 1.733 -0.243 -0.3767
C -1.402 -0.196 -0.023 0.7738
H 2.493 -2.286 0.644 0.2266
H 2.445 -0.469 0.896 0.2375
H 2.622 -1.217 -0.751 0.2322
H 0.151 -2.171 -0.280 0.2405
H -0.125 2.091 0.421 0.2284
H 2.104 2.751 -0.097 0.2092
H 2.436 0.989 -0.786 0.1883
H -3.028 0.778 0.338 0.5000
O -2.077 0.980 0.227 -0.7029
O -1.969 -1.220 -0.265 -0.5951
```

---

Going by the energies, version 3 is most stable and the next is 295.8 kJ/mol up.

---

Version 1
An isolated molecule of C6H8O2. Source: OMol25; level of theory: ωB97M-V/def2-TZVPD.

As for the total charge: 0. The value obtained for the orbital gap is 0.3665 hartree. The LUMO energy comes out at 0.85 eV.

The geometry in XYZ format:
```
16
Properties=species:S:1:pos:R:3:nbo_charge:R:1
C -1.623 -0.383 -0.533 -0.0737
C -0.171 -0.130 -0.174 0.1702
C 0.612 -0.698 1.028 -0.3962
C 1.690 -0.416 0.007 0.0251
C 1.676 1.084 -0.060 -0.2201
C 0.344 1.308 -0.226 -0.1737
H -3.352 0.166 0.240 0.4755
H -1.739 -1.482 -0.394 0.1751
H -1.826 -0.168 -1.632 0.1779
H 0.610 -0.072 1.913 0.2115
H 0.520 -1.764 1.216 0.2123
H 2.659 -0.921 0.025 0.2007
H 2.571 1.653 -0.227 0.2216
H -0.283 2.166 -0.435 0.2283
O -2.437 0.438 0.314 -0.7218
O 0.750 -0.781 -1.062 -0.5128
```

---

Version 2
An isolated molecule of C6H8O2. Source: OMol25; level of theory: ωB97M-V/def2-TZVPD.

As for the total charge: 0. The value obtained for the orbital gap is 0.3664 hartree. The LUMO energy comes out at 1.01 eV.

The geometry in XYZ format:
```
16
Properties=species:S:1:pos:R:3:nbo_charge:R:1
C 2.443 1.253 -0.261 -0.5005
C 2.607 -0.022 0.037 0.1303
C 0.393 -0.942 -0.005 0.1726
C -0.264 0.094 0.487 -0.3399
C -1.714 0.019 0.612 0.0201
C -2.595 -0.391 -0.492 -0.1067
H 3.278 1.975 -0.163 0.2198
H 1.498 1.706 -0.556 0.2153
H 3.623 -0.424 0.231 0.1932
H -0.119 -1.850 -0.320 0.1944
H 0.227 0.921 0.970 0.2286
H -2.122 -0.128 1.635 0.1912
H -2.135 -0.593 -1.453 0.1823
H -3.570 -0.833 -0.284 0.1829
O 1.739 -1.070 -0.103 -0.4895
O -2.476 0.965 -0.188 -0.4940
```

---

Version 3
An isolated molecule of C6H8O2. Source: OMol25; level of theory: ωB97M-V/def2-TZVPD.

As for the total charge: 0. The value obtained for the orbital gap is 0.3435 hartree. The LUMO energy comes out at 0.43 eV.

The geometry in XYZ format:
```
16
Properties=species:S:1:pos:R:3:nbo_charge:R:1
C 0.169 0.650 0.687 0.0647
C 1.310 0.242 1.693 -0.3396
C 0.272 -0.781 0.797 0.0899
C -1.210 -0.671 -0.846 -0.1351
C -0.370 0.617 -0.699 0.0037
C 0.360 0.877 -1.911 -0.3723
H -1.253 0.018 2.014 0.4781
H 1.693 0.667 2.729 0.2715
H 2.238 -0.008 0.990 0.2079
H 0.962 -1.276 0.006 0.1863
H -2.212 -0.482 -1.137 0.2021
H -1.040 -1.544 -1.481 0.2097
H 1.043 1.640 -2.155 0.2014
H -0.166 0.514 -2.798 0.1840
O -0.822 0.969 1.698 -0.7187
O -0.972 -1.431 0.414 -0.5333
```

---

Going by the energies, version 1 is most stable and the next is 12.8 kJ/mol up.